Entry from the Open Molecules 2025 dataset: a structure of composition C39H41CdNO2P2 in a non-equilibrium geometry (the ωB97M-V functional and the def2-TZVPD basis).

Atoms and positions in Å:
Cd  -0.757  1.770  -2.202
P  -1.658  -1.048  1.322
P  2.308  -0.179  1.274
O  -1.050  1.973  2.314
O  -0.734  -2.028  4.149
N  -1.569  -0.260  2.867
C  -4.139  0.030  0.900
C  0.791  2.334  -3.644
C  3.737  -2.552  1.580
C  2.904  3.814  0.685
C  3.451  1.421  -0.663
C  3.543  3.838  -0.560
C  -3.647  -4.562  2.156
C  6.143  -2.787  1.364
C  -3.959  -5.013  0.871
C  5.112  -0.616  1.046
C  3.814  2.642  -1.235
C  -2.697  -3.171  -0.072
C  6.250  -1.426  1.069
C  0.669  -0.157  -4.262
C  -4.939  1.169  0.737
C  -1.846  0.270  -3.713
C  3.843  -1.187  1.256
C  2.496  2.602  1.246
C  -2.439  -2.669  1.223
C  -1.852  1.587  -4.155
C  -3.135  2.313  -0.441
C  -2.500  1.034  -0.569
C  2.045  0.078  3.026
C  0.987  0.983  -3.305
C  -2.888  -3.402  2.333
C  -1.041  1.994  -5.386
C  -0.222  -0.809  0.326
C  0.309  2.649  -5.057
C  -1.508  1.148  3.085
C  -1.261  -0.929  4.082
C  2.754  1.401  0.562
C  4.889  -3.341  1.636
C  -1.938  1.347  4.513
C  -1.584  0.036  5.202
C  1.085  -1.183  0.492
C  -4.393  2.344  0.180
C  -0.782  -0.705  -4.173
C  -2.804  0.076  0.492
C  -3.477  -4.313  -0.242
H  1.264  0.834  3.171
H  -3.032  1.492  4.548
H  -2.693  2.257  -3.923
H  1.340  3.145  -3.140
H  -3.709  -4.672  -1.246
H  3.003  0.399  3.459
H  1.744  -0.884  3.461
H  -5.962  1.147  1.106
H  3.818  4.791  -1.014
H  7.214  -0.975  0.846
H  2.703  4.742  1.225
H  1.985  2.571  2.211
H  1.487  -2.016  -0.111
H  -2.613  0.542  -1.560
H  -4.564  -0.862  1.365
H  -3.977  -5.110  3.041
H  4.317  2.655  -2.204
H  -2.621  -3.072  3.336
H  -2.433  -0.371  5.774
H  3.735  0.484  -1.156
H  7.036  -3.408  1.382
H  1.712  0.725  -2.524
H  -0.520  -0.451  -0.688
H  -2.660  3.225  -0.845
H  4.798  -4.395  1.884
H  -4.554  -5.921  0.743
H  0.161  3.736  -5.179
H  0.904  0.112  -5.304
H  -1.039  -1.177  -5.138
H  -1.463  2.232  4.948
H  5.207  0.456  0.840
H  1.073  2.348  -5.798
H  -1.664  2.706  -5.956
H  -0.739  0.139  5.897
H  -0.890  1.139  -6.059
H  -0.775  -1.545  -3.461
H  2.754  -2.993  1.779
H  -2.297  -2.654  -0.946
H  1.355  -0.986  -4.001
H  -2.774  -0.187  -3.329
H  -4.941  3.287  0.258

Cartesian forces (eV/Å) of the 6 atoms listed first:
Cd -1.1 0.1 3.6
P 3.0 2.4 -4.9
P -1.0 -3.2 -1.8
O -1.1 -1.3 1.2
O -1.0 1.2 0.0
N 0.0 -1.8 1.1

Its LUMO energy (spin up / spin down) is -0.23 / 0.08 eV.

These are the Löwdin partial charges, in e, on atoms 1 to 6: Cd 1.36; P 1.02; P 0.92; O 0.10; O 0.07; N -0.02



Entry from the Open Molecules 2025 dataset: a cluster of 10 separate species, C40H50N10 in total in a non-equilibrium geometry (the ωB97M-V functional and the def2-TZVPD basis).

Atoms and positions in Å:
N  -3.900  -31.674  28.553
N  -7.462  -29.511  25.008
N  -4.643  -32.079  35.962
N  -11.178  -29.840  33.851
N  -3.709  -28.687  29.920
N  -2.841  -37.169  30.283
N  -7.700  -34.303  26.554
N  -7.010  -32.591  29.249
N  -7.288  -26.346  25.080
N  -10.173  -36.344  33.575
C  -8.661  -30.059  25.422
C  -5.866  -31.765  35.404
C  -5.185  -33.875  34.585
C  -1.551  -31.878  28.473
C  -5.982  -26.439  24.823
C  -9.672  -30.977  32.361
C  -8.916  -35.092  28.163
C  -4.221  -26.667  30.875
C  -10.505  -35.249  32.825
C  -6.306  -32.894  34.493
C  -7.701  -31.609  23.869
C  -3.175  -37.867  31.353
C  -9.042  -34.392  26.945
C  -7.557  -26.686  26.427
C  -3.592  -31.305  27.368
C  -3.149  -27.735  29.077
C  -2.723  -32.055  29.342
C  -5.235  -26.769  26.050
C  -6.341  -27.024  27.057
C  -4.135  -33.279  35.451
C  -6.732  -30.577  24.335
C  -6.559  -32.996  30.536
C  -10.300  -29.793  31.730
C  -4.392  -28.136  30.969
C  -8.922  -31.301  24.615
C  -6.688  -34.904  27.198
C  -7.159  -31.223  29.012
C  -6.233  -31.527  31.165
C  -3.951  -36.991  32.262
C  -11.047  -29.081  32.728
C  -3.241  -35.860  30.195
C  -4.019  -35.628  31.477
C  -7.451  -35.627  28.389
C  -2.092  -31.233  27.158
C  -3.520  -26.339  29.498
C  -8.200  -36.125  32.254
C  -9.258  -34.998  32.042
C  -10.259  -30.870  33.745
C  -6.664  -30.524  30.190
C  -8.797  -36.876  33.303
H  -9.444  -29.573  25.948
H  -8.428  -26.572  26.891
H  -3.987  -29.844  29.630
H  -2.886  -38.948  31.375
H  -1.714  -31.169  26.145
H  -4.404  -37.152  33.148
H  -2.438  -28.033  28.212
H  -6.182  -27.218  28.163
H  -8.269  -37.689  33.872
H  -5.627  -26.255  23.859
H  -4.777  -31.670  29.093
H  -9.822  -33.943  26.364
H  -4.844  -26.006  31.632
H  -7.486  -33.673  25.701
H  -7.295  -30.846  27.965
H  -7.155  -28.715  25.145
H  -4.407  -31.213  26.518
H  -5.743  -30.440  23.992
H  -0.393  -32.052  28.667
H  -7.293  -36.045  31.779
H  -5.819  -31.281  32.141
H  -4.291  -31.340  36.618
H  -7.625  -32.325  23.009
H  -3.299  -35.180  29.516
H  -9.959  -31.750  34.290
H  -8.051  -25.970  24.448
H  -10.795  -36.665  34.402
H  -5.583  -34.697  26.982
H  -4.533  -34.627  31.643
H  -10.154  -29.368  30.647
H  -7.308  -33.246  34.149
H  -6.526  -34.130  31.007
H  -4.192  -26.569  26.124
H  -2.870  -32.362  30.264
H  -3.171  -33.609  35.695
H  -9.153  -34.005  31.526
H  -6.447  -30.975  35.880
H  -6.681  -29.346  30.066
H  -7.353  -33.461  28.575
H  -4.917  -34.824  34.231
H  -4.879  -28.671  31.784
H  -11.706  -34.889  32.959
H  -9.768  -31.918  24.411
H  -11.659  -29.407  34.595
H  -9.783  -35.441  28.705
H  -6.993  -36.355  29.073
H  -11.694  -28.180  32.668
H  -2.499  -37.641  29.428
H  -9.004  -31.514  31.920
H  -3.325  -25.327  29.050

Cartesian forces (eV/Å) of the 6 atoms listed first:
N 1.7 -2.0 5.7
N -3.2 -14.6 -1.9
N -0.7 0.7 -0.9
N 2.7 -0.8 -1.5
N -1.1 -3.6 -1.1
N 1.1 0.9 -4.1

Its LUMO energy is 0.66 eV. The SMILES is c1cc[nH]c1.c1cc[nH]c1.c1cc[nH]c1.c1cc[nH]c1.c1cc[nH]c1.c1cc[nH]c1.c1cc[nH]c1.c1cc[nH]c1.c1cc[nH]c1.c1cc[nH]c1.

These are the Löwdin partial charges, in e, on atoms 1 to 6: N -0.04; N 0.07; N -0.05; N -0.01; N -0.05; N -0.07